Here is the molecule C15H19Cl3N2O2 from OMol25. Energies are from ωB97M-V/def2-TZVPD.

Output
HOMO-LUMO gap: 9.68 eV
M: 365.69 g mol⁻¹
Spin multiplicity: 1
Electronic energy: -2223.56938 Eh
SMILES string: Cc1ccc(C(=O)N[C@H](NC[C@@H]2CCCO2)C(Cl)(Cl)Cl)cc1

Positions of all 41 atoms, in Å:
C (-6.7579, -0.0719, 0.1975)
C (-5.2739, -0.0076, 0.0110)
C (-4.5778, 1.1692, 0.2631)
C (-3.2098, 1.2418, 0.0805)
C (-2.5054, 0.1280, -0.3677)
C (-1.0395, 0.1517, -0.6183)
O (-0.5024, -0.4955, -1.4879)
N (-0.3334, 0.9343, 0.2583)
C (1.0454, 1.2715, 0.0612)
N (1.7982, 1.1247, 1.2913)
C (3.0991, 0.4897, 1.1924)
C (3.1016, -0.9187, 0.5696)
C (4.3864, -1.6987, 0.8876)
C (4.6415, -2.4666, -0.4069)
C (4.1348, -1.4663, -1.4423)
O (3.0154, -0.8364, -0.8495)
C (1.1259, 2.7519, -0.3939)
Cl (0.5081, 3.7977, 0.9016)
Cl (2.7807, 3.2280, -0.7586)
Cl (0.1279, 2.9922, -1.8452)
C (-3.2021, -1.0443, -0.6477)
C (-4.5667, -1.1123, -0.4508)
H (-7.0731, -1.0786, 0.4614)
H (-7.2587, 0.2047, -0.7308)
H (-7.0833, 0.6177, 0.9729)
H (-5.1162, 2.0420, 0.6040)
H (-2.7050, 2.1817, 0.2551)
H (-0.8367, 1.4993, 0.9268)
H (1.4298, 0.6355, -0.7522)
H (1.2253, 0.6463, 1.9767)
H (3.7487, 1.1323, 0.5949)
H (3.4986, 0.4375, 2.2075)
H (2.2134, -1.4674, 0.9197)
H (4.2683, -2.3450, 1.7541)
H (5.2028, -0.9993, 1.0761)
H (5.6871, -2.7259, -0.5528)
H (4.0375, -3.3739, -0.4363)
H (3.8027, -1.9254, -2.3747)
H (4.9082, -0.7169, -1.6674)
H (-2.6516, -1.8959, -1.0176)
H (-5.0940, -2.0313, -0.6624)

Here is a structure of composition C15H19ClN2O10RhS3Si in a non-equilibrium geometry from OMol25. Energies are from ωB97M-V/def2-TZVPD.

Output
HOMO-LUMO gap (alpha / beta): 7.52 / 7.52 eV
M: 649.97 g mol⁻¹
Spin multiplicity: 1
Electronic energy: -3499.52201 Eh
Charge: -1

Positions of all 52 atoms, in Å:
Rh (-0.0760, 0.5167, -0.3470)
O (1.1851, -0.6206, 1.5551)
S (0.0485, -0.4485, 2.4374)
O (0.3788, -0.1632, 3.8090)
O (-0.8673, 0.5263, 1.7742)
C (-0.8465, -2.0073, 2.4507)
C (-1.0095, -2.5840, 3.7011)
C (-1.6828, -3.7889, 3.8521)
C (-2.1936, -4.4296, 2.7426)
C (-2.0365, -3.8622, 1.4847)
C (-1.3748, -2.6546, 1.3185)
S (-1.3304, -2.0418, -0.3776)
O (0.0741, -1.7669, -0.7053)
O (-1.9438, -3.0696, -1.1687)
O (-2.0287, -0.7366, -0.3355)
H (-0.5923, -2.0688, 4.5536)
H (-1.7963, -4.2209, 4.8383)
H (-2.7100, -5.3759, 2.8433)
H (-2.4301, -4.3496, 0.6051)
C (-3.6732, 1.8960, 1.6190)
N (-3.7818, 1.5905, 0.2000)
C (-4.8791, 1.0368, -0.4132)
C (-4.5660, 0.8816, -1.7229)
N (-3.2985, 1.3619, -1.8823)
C (-2.8052, 1.7591, -0.7037)
S (-1.2437, 2.4598, -0.4107)
H (-4.5657, 1.5138, 2.1084)
H (-3.6030, 2.9726, 1.7627)
H (-2.7845, 1.4160, 2.0198)
H (-5.7734, 0.8012, 0.1324)
H (-5.1279, 0.4738, -2.5417)
H (-2.7366, 1.2344, -2.7290)
C (5.1299, 2.8362, -2.1076)
Si (4.6276, 1.4854, -0.9070)
C (5.2754, -0.1650, -1.5026)
C (5.3172, 1.8604, 0.7946)
C (2.8142, 1.4216, -0.7907)
C (1.6072, 1.3597, -0.6395)
H (6.2150, 2.9534, -2.1524)
H (4.6917, 3.7913, -1.8154)
H (4.7708, 2.5997, -3.1104)
H (6.3616, -0.1306, -1.6237)
H (4.8260, -0.4404, -2.4571)
H (5.0297, -0.9513, -0.7877)
H (6.4079, 1.9268, 0.7839)
H (5.0260, 1.0706, 1.4887)
H (4.9140, 2.7985, 1.1778)
O (-1.9423, 0.4024, -4.2128)
Cl (-0.5604, 0.2417, -3.7936)
O (-0.1669, -1.1195, -3.8510)
O (0.2835, 1.0827, -4.5679)
O (-0.5571, 0.7249, -2.3962)

Here is the molecule C15H19N2O3P in a non-equilibrium geometry from OMol25. Energies are from ωB97M-V/def2-TZVPD.

Output
HOMO-LUMO gap: 9.40 eV
M: 306.30 g mol⁻¹
Spin multiplicity: 1
Electronic energy: -1259.56726 Eh
SMILES string: C[C@]12CN3C[C@](C)(CN(C1)[P@]3(=O)Oc1ccccc1)C2=O

Positions of all 40 atoms, in Å:
C (-2.6219, 3.3080, 0.7395)
C (-1.5639, 2.2713, 0.3651)
C (-2.0228, 0.9845, 1.1513)
N (-1.0473, -0.0590, 0.9277)
C (-1.0649, -0.6672, -0.3925)
C (-0.6577, 0.5694, -1.3207)
C (-0.8052, -0.0708, -2.8187)
C (0.7684, 1.0696, -0.9928)
N (0.8236, 1.6608, 0.3670)
C (-0.1362, 2.7502, 0.7055)
P (0.5465, 0.3833, 1.4707)
O (0.5217, 0.8547, 2.8463)
O (1.5328, -0.9013, 1.3224)
C (2.7547, -0.9985, 1.7915)
C (3.3005, -0.2636, 2.8309)
C (4.5219, -0.4280, 3.3689)
C (5.2768, -1.4830, 2.7979)
C (4.8827, -2.1962, 1.6142)
C (3.6581, -1.8104, 1.0842)
C (-1.5590, 1.7704, -1.0641)
O (-2.4342, 2.0252, -1.8478)
H (-2.4431, 4.3305, 0.3151)
H (-2.6531, 3.3967, 1.8427)
H (-3.5740, 3.0816, 0.3316)
H (-3.1345, 0.7800, 0.9991)
H (-1.9189, 1.1926, 2.1895)
H (-2.0625, -0.9637, -0.6902)
H (-0.2766, -1.3170, -0.5197)
H (-1.8864, -0.2677, -3.0433)
H (-0.4612, 0.6757, -3.5550)
H (-0.1278, -0.9862, -2.8580)
H (1.4463, 0.1332, -0.9386)
H (1.0755, 1.8422, -1.7793)
H (-0.0524, 3.3171, 1.6772)
H (0.0853, 3.6294, 0.1004)
H (2.7196, 0.4959, 3.2900)
H (4.8500, 0.0567, 4.2320)
H (6.1997, -1.7171, 3.1533)
H (5.4071, -3.0587, 1.3224)
H (3.2996, -2.2236, 0.1514)

Here is the molecule C15H19N3O from OMol25. Energies are from ωB97M-V/def2-TZVPD.

Output
HOMO-LUMO gap: 8.98 eV
M: 257.34 g mol⁻¹
Spin multiplicity: 1
Electronic energy: -822.53923 Eh
SMILES string: CCCc1cc(=O)[nH]c(NCCc2ccccc2)n1

Positions of all 38 atoms, in Å:
C (-0.9624, -2.5192, -0.8039)
C (-2.1549, -2.9102, 0.0590)
C (-2.3905, -1.9132, 1.2014)
C (-2.7094, -0.5470, 0.6724)
C (-3.9429, -0.2253, 0.1907)
C (-4.2024, 1.0759, -0.3475)
O (-5.2394, 1.5100, -0.8073)
N (-3.0656, 1.9088, -0.3193)
C (-1.8666, 1.5140, 0.1856)
N (-0.8617, 2.4212, 0.2095)
C (0.4830, 2.0194, 0.5646)
C (1.1818, 1.2942, -0.5869)
C (2.5714, 0.7938, -0.2892)
C (3.2436, 1.0570, 0.8958)
C (4.5254, 0.5718, 1.1019)
C (5.1549, -0.1821, 0.1290)
C (4.4925, -0.4526, -1.0570)
C (3.2146, 0.0312, -1.2604)
N (-1.6702, 0.3233, 0.6733)
H (-1.1435, -1.5628, -1.2888)
H (-0.0649, -2.4295, -0.1960)
H (-0.7876, -3.2674, -1.5739)
H (-3.0519, -2.9636, -0.5613)
H (-1.9839, -3.8993, 0.4892)
H (-3.2177, -2.2669, 1.8190)
H (-1.4898, -1.8451, 1.8121)
H (-4.7571, -0.9305, 0.2000)
H (-3.1987, 2.8470, -0.6773)
H (-0.9590, 3.2395, -0.3717)
H (0.3942, 1.3465, 1.4186)
H (1.0308, 2.9189, 0.8522)
H (0.5595, 0.4394, -0.8647)
H (1.2313, 1.9605, -1.4552)
H (2.7764, 1.6407, 1.6731)
H (5.0328, 0.7867, 2.0311)
H (6.1539, -0.5581, 0.2924)
H (4.9731, -1.0424, -1.8238)
H (2.7008, -0.1845, -2.1868)

Here is a structure of composition C15H19N3O5S2Sc from OMol25. Energies are from ωB97M-V/def2-TZVPD.

Output
HOMO-LUMO gap: 7.82 eV
M: 430.42 g mol⁻¹
Spin multiplicity: 1
Electronic energy: -2680.51430 Eh
Charge: +1

Positions of all 45 atoms, in Å:
Sc (0.9296, 0.0404, -0.9478)
O (-0.6002, 1.5772, 2.1343)
C (-0.3215, 1.8504, 0.9747)
O (-0.4483, 0.9302, 0.0241)
C (0.1762, 3.1879, 0.5708)
C (-0.3434, 4.2815, 1.2623)
C (0.0419, 5.5692, 0.9442)
C (0.9811, 5.7678, -0.0579)
C (1.5296, 4.6878, -0.7286)
C (1.1326, 3.3861, -0.4316)
S (1.9887, 2.1110, -1.3383)
H (-1.0637, 4.0991, 2.0485)
H (-0.3802, 6.4107, 1.4752)
H (1.2993, 6.7694, -0.3146)
H (2.2809, 4.8465, -1.4903)
N (-1.4139, -1.0579, 2.5568)
C (-0.1460, -1.8365, 2.6916)
C (0.6212, -1.8820, 1.3771)
N (1.5825, -0.7722, 1.0838)
H (-1.9499, -1.1120, 3.4205)
H (-2.0197, -1.4600, 1.7641)
H (-1.2134, -0.0501, 2.3722)
H (-0.4228, -2.8572, 2.9410)
H (0.4464, -1.4066, 3.4999)
H (-0.1164, -1.9351, 0.5801)
H (1.1768, -2.8166, 1.3288)
H (2.5312, -1.0628, 1.2998)
H (1.4044, 0.0229, 1.6998)
N (1.7615, -0.7237, -3.1783)
C (0.6727, -1.5629, -2.8370)
C (-0.6054, -0.9865, -2.7699)
C (-1.5984, -1.5916, -2.0000)
C (-1.3276, -2.7738, -1.3288)
C (-0.1055, -3.4112, -1.5154)
C (0.9115, -2.7979, -2.2365)
S (-2.4095, -3.3285, -0.0017)
O (-2.8504, -2.0303, 0.5562)
O (-3.4486, -4.1056, -0.5978)
O (-1.4791, -3.9921, 0.8980)
H (2.6204, -1.2131, -3.3980)
H (1.5649, -0.0246, -3.8863)
H (-0.8052, -0.0439, -3.2728)
H (-2.5543, -1.1021, -1.8655)
H (0.0793, -4.3443, -0.9992)
H (1.8908, -3.2566, -2.3077)

Here is a structure of composition C15H20Br2N2O2PtS from OMol25. Energies are from ωB97M-V/def2-TZVPD.

Output
HOMO-LUMO gap: 6.76 eV
M: 647.29 g mol⁻¹
Spin multiplicity: 1
Electronic energy: -6508.46893 Eh
Charge: +2

Positions of all 43 atoms, in Å:
Pt (-0.5175, 0.8116, -2.1458)
Br (0.8927, 3.9120, 0.2693)
C (-0.1151, 4.5740, -1.1834)
Br (-0.9575, 3.2151, -2.3840)
H (0.5259, 5.1321, -1.8549)
H (-0.9692, 5.1406, -0.8322)
C (-0.6831, -2.1009, -1.0243)
O (-0.4001, -1.2626, -2.1810)
C (-1.1454, -1.6984, -3.3555)
C (-0.7057, -0.8280, -4.5002)
O (-1.0805, 0.5349, -4.1589)
C (-0.8892, 1.4476, -5.2734)
H (-0.4620, -3.1272, -1.3097)
H (-1.7291, -1.9957, -0.7378)
H (-0.0230, -1.7951, -0.2211)
H (-2.2132, -1.5785, -3.1576)
H (-0.9235, -2.7483, -3.5454)
H (-1.2088, -1.1192, -5.4224)
H (0.3763, -0.8749, -4.6463)
H (-1.4226, 1.0371, -6.1282)
H (0.1732, 1.5509, -5.4924)
H (-1.3259, 2.4019, -5.0055)
S (1.6304, 0.9386, 4.0332)
C (1.0131, 0.8424, 2.3667)
C (-0.3394, 1.0187, 2.0816)
C (-0.7665, 1.0179, 0.7723)
N (0.0909, 0.8379, -0.2453)
C (1.3977, 0.6507, 0.0085)
C (1.8855, 0.6461, 1.2975)
C (1.1364, -0.7077, 4.5508)
C (2.0225, -1.7654, 4.4206)
C (1.6055, -3.0165, 4.8590)
N (0.4127, -3.2461, 5.3935)
C (-0.4147, -2.2176, 5.5321)
C (-0.1044, -0.9239, 5.1300)
H (-1.0557, 1.1723, 2.8760)
H (-1.8059, 1.1676, 0.5117)
H (2.0446, 0.4980, -0.8449)
H (2.9420, 0.4952, 1.4697)
H (3.0133, -1.6227, 4.0119)
H (2.2679, -3.8706, 4.7796)
H (-1.3712, -2.4302, 5.9951)
H (-0.8016, -0.1133, 5.2913)